DFT (wB97M-V/def2-TZVPD) results for a molecular structure, C17H20F3IrS4Te4 at a distorted geometry.

Each line ends with the Mulliken spin population.
Positions of all 49 atoms, in Å:
Ir (0.028, -0.564, -0.195)  -0.0009
C (0.766, 2.769, -2.705)  0.0027
C (0.437, 3.533, -1.431)  0.0000
S (-0.742, 2.613, -0.418)  -0.0015
C (-0.193, 3.137, 1.221)  0.0003
C (-0.774, 2.210, 2.274)  -0.0005
S (-0.396, 0.443, 2.112)  -0.0052
C (1.188, 0.223, 2.969)  0.0056
C (2.415, 0.736, 2.240)  -0.0021
S (2.529, -0.014, 0.588)  0.0064
C (3.180, 1.452, -0.294)  0.0004
C (3.096, 1.378, -1.815)  -0.0030
S (1.443, 1.109, -2.500)  0.0025
H (1.447, 3.355, -3.323)  0.0003
H (-0.140, 2.582, -3.285)  0.0002
H (0.003, 4.497, -1.699)  0.0000
H (1.333, 3.723, -0.840)  0.0002
H (-0.549, 4.150, 1.415)  -0.0001
H (0.897, 3.144, 1.249)  -0.0003
H (-1.864, 2.241, 2.238)  0.0002
H (-0.461, 2.506, 3.276)  -0.0003
H (1.251, -0.856, 3.121)  -0.0039
H (1.087, 0.695, 3.947)  0.0002
H (3.318, 0.487, 2.797)  -0.0002
H (2.370, 1.817, 2.124)  0.0004
H (4.221, 1.534, 0.019)  -0.0001
H (2.632, 2.321, 0.066)  0.0003
H (3.709, 0.556, -2.189)  0.0008
H (3.492, 2.302, -2.237)  0.0001
Te (-0.851, -2.494, 1.094)  0.1542
Te (-1.793, -4.351, -0.591)  0.3001
Te (-0.168, -4.043, -2.631)  0.3224
Te (1.368, -2.076, -1.773)  0.2056
F (-5.308, -0.666, -7.946)  0.0000
C (-5.912, -0.836, -6.755)  0.0004
F (-6.511, -2.040, -6.795)  0.0000
F (-6.878, 0.088, -6.660)  0.0000
C (-4.926, -0.752, -5.624)  -0.0011
C (-3.864, -1.648, -5.603)  -0.0001
C (-2.951, -1.608, -4.567)  0.0116
C (-3.088, -0.675, -3.535)  0.0117
C (-4.156, 0.222, -3.574)  0.0018
C (-5.073, 0.183, -4.612)  -0.0006
C (-2.153, -0.648, -2.447)  -0.0197
C (-1.347, -0.608, -1.541)  0.0261
H (-3.756, -2.374, -6.399)  0.0002
H (-2.120, -2.301, -4.548)  -0.0150
H (-4.267, 0.946, -2.777)  -0.0002
H (-5.904, 0.874, -4.631)  0.0001

Results
relative energy (zero: lowest compared OMol25 entry of this formula, charge and spin) = 14.63 kcal per mole
2S+1 = 2
net charge = +1
gap between HOMO and LUMO (alpha / beta) = 6.22 / 4.73 eV
largest force on an atom = 2.69 eV Å⁻¹